[1]
DFT (ωB97M-V with the def2-TZVPD basis set) results for C3H4N2O as an isolated structure in a non-equilibrium geometry.

```
! RIJCOSX wB97M-V def2-TZVPD def2/J DEFGRID3
* xyz 0 1
N 0.149 -0.674 1.805
C 0.038 -0.303 0.479
C -0.365 -0.981 -0.662
N -0.039 0.008 -1.720
C 0.426 1.105 -1.155
O 0.606 0.940 0.171
H -0.142 0.042 2.470
H -0.327 -1.558 1.968
H -1.048 -0.560 -1.816
H 0.722 2.047 -1.601
*
```

Calculated values
ΔE to the lowest compared entry with this formula, charge and spin   463.0 kJ/mol
Electronic energy   -8199.0870 eV

---

[2]
DFT (ωB97M-V with the def2-TZVPD basis set) results for a 2-piece molecular cluster, C3H4N2O overall.

```
! RIJCOSX wB97M-V def2-TZVPD def2/J DEFGRID3
* xyz 0 1
N -1.988 0.344 0.689
C -0.984 1.001 0.492
N 0.056 1.668 0.463
H -2.196 -0.429 0.068
H 0.026 2.533 -0.066
C 0.429 -1.809 -0.838
C 1.217 -1.081 -0.289
O 2.070 -0.296 0.310
H -0.230 -2.478 -1.343
H 1.600 0.546 0.513
*
```

Calculated values
Structure (SMILES)   N=C=N.C#CO
ΔE to the lowest compared entry with this formula, charge and spin   323.1 kJ/mol
Electronic energy   -8200.5372 eV

---

[3]
DFT (ωB97M-V with the def2-TZVPD basis set) results for C3H4N2O as an isolated structure.

```
! RIJCOSX wB97M-V def2-TZVPD def2/J DEFGRID3
* xyz 0 1
N -0.579 -1.072 -1.021
C -0.150 0.219 -1.075
O 0.798 0.633 -1.689
C 0.690 0.519 1.657
C -0.253 0.908 0.845
N -0.946 1.068 -0.163
H -0.296 -1.665 -1.783
H -1.471 -1.244 -0.588
H 0.573 -0.413 2.193
H 1.633 1.049 1.624
*
```

Calculated values
ΔE to the lowest compared entry with this formula, charge and spin   175.4 kJ/mol
Electronic energy   -8202.0677 eV

---

[4]
DFT (ωB97M-V with the def2-TZVPD basis set) results for C3H4N2O in the gas phase.

```
! RIJCOSX wB97M-V def2-TZVPD def2/J DEFGRID3
* xyz 0 1
O 2.061 -0.037 -0.197
C 0.703 0.063 -0.207
C -0.055 1.239 -0.414
N -1.330 1.037 -0.117
N -1.417 -0.261 0.194
C -0.213 -0.900 0.136
H 2.281 -0.822 0.323
H 0.277 2.207 -0.767
H -2.204 -0.568 0.744
H -0.102 -1.961 0.309
*
```

Calculated values
Structure (SMILES)   Oc1cn[nH]c1
ΔE to the lowest compared entry with this formula, charge and spin   139.0 kJ/mol
Electronic energy   -8202.4445 eV

---

[5]
DFT (ωB97M-V with the def2-TZVPD basis set) results for C3H4N2O in the gas phase.

```
! RIJCOSX wB97M-V def2-TZVPD def2/J DEFGRID3
* xyz 0 1
N -0.651 -0.896 -1.195
C 0.319 -0.757 -0.339
C 0.019 -0.632 1.068
N 0.120 0.603 1.407
C 0.677 1.398 0.369
O 0.084 2.191 -0.323
H -0.498 -0.617 -2.156
H -1.609 -1.139 -0.961
H -0.234 -1.412 1.790
H 1.773 1.261 0.338
*
```

Calculated values
ΔE to the lowest compared entry with this formula, charge and spin   326.3 kJ/mol
Electronic energy   -8200.5036 eV

---

[6]
DFT (ωB97M-V with the def2-TZVPD basis set) results for C3H4N2O in the gas phase in a non-equilibrium geometry.

```
! RIJCOSX wB97M-V def2-TZVPD def2/J DEFGRID3
* xyz 0 1
O -1.854 -0.519 -1.330
C -0.740 -0.095 -0.714
C 0.582 -0.724 -0.759
C 1.163 -0.042 0.321
N 0.355 0.909 0.786
N -0.856 0.875 0.161
H -2.556 0.067 -0.997
H 1.413 -0.091 -1.247
H 2.159 -0.245 0.688
H 0.615 1.732 1.296
*
```

Calculated values
Structure (SMILES)   Oc1cc[nH]n1
ΔE to the lowest compared entry with this formula, charge and spin   345.8 kJ/mol
Electronic energy   -8200.3016 eV

---

[7]
DFT (ωB97M-V with the def2-TZVPD basis set) results for C3H4N2O in the gas phase in a non-equilibrium geometry.

```
! RIJCOSX wB97M-V def2-TZVPD def2/J DEFGRID3
* xyz 0 1
N -2.353 1.551 -1.432
C -1.515 1.235 -0.763
C -0.372 0.755 0.045
O 0.241 1.475 0.780
C 0.021 -0.703 -0.104
N 1.185 -1.015 0.695
H 0.445 -0.703 -1.227
H -0.843 -1.525 -0.050
H 2.098 -0.545 0.406
H 1.092 -0.524 1.649
*
```

Calculated values
Structure (SMILES)   N#CC(=O)CN
ΔE to the lowest compared entry with this formula, charge and spin   201.1 kJ/mol
Electronic energy   -8201.8013 eV

---

[8]
DFT (ωB97M-V with the def2-TZVPD basis set) results for an isolated ion of composition C3H4N2O and charge +2 in a non-equilibrium geometry.

```
! RIJCOSX wB97M-V def2-TZVPD def2/J DEFGRID3
* xyz 2 1
O -0.066 -0.316 -2.404
C -0.102 -0.162 -1.222
C -1.190 -0.312 -0.163
N -0.624 -0.013 0.958
C 0.694 0.328 0.861
N 1.050 0.260 -0.393
H -2.205 -0.820 -0.475
H -1.036 0.084 1.953
H 1.517 0.756 1.632
H 1.961 0.196 -0.746
*
```

Calculated values
Structure (SMILES)   O=C1C=[NH+]C=[NH+]1
ΔE to the lowest compared entry with this formula, charge and spin   69.1 kJ/mol
Electronic energy   -8180.6253 eV

---

[9]
DFT (ωB97M-V with the def2-TZVPD basis set) results for a 2-piece molecular cluster, C3H4N2O2 overall in a non-equilibrium geometry.

```
! RIJCOSX wB97M-V def2-TZVPD def2/J DEFGRID3
* xyz 0 1
C 1.277 1.070 1.010
N 0.424 0.446 0.029
C -0.266 -0.490 0.427
O -1.169 -1.364 0.011
O -0.595 -1.257 1.473
H 2.313 0.998 0.673
H 1.009 2.125 1.090
H 1.179 0.593 1.993
C -1.393 -0.735 -2.176
N -0.680 0.160 -2.321
H -2.092 -1.541 -2.200
*
```

Calculated values
Structure (SMILES)   CN=C1OO1.C#N
ΔE to the lowest compared entry with this formula, charge and spin   657.5 kJ/mol
Electronic energy   -10245.4506 eV

---

[10]
DFT (ωB97M-V with the def2-TZVPD basis set) results for C3H4N2O2 in the gas phase in a non-equilibrium geometry.

```
! RIJCOSX wB97M-V def2-TZVPD def2/J DEFGRID3
* xyz 0 1
N 2.271 -0.650 -0.117
C 1.087 -0.038 0.113
C 0.692 1.215 0.008
O -0.774 1.117 -0.072
C -1.026 -0.149 -0.114
O -2.318 -0.491 0.061
N 0.038 -0.845 0.024
H 2.217 -1.438 0.409
H 3.129 0.069 -0.103
H 1.002 2.162 0.415
H -2.283 -1.517 -0.032
*
```

Calculated values
Structure (SMILES)   Nc1coc(O)n1
ΔE to the lowest compared entry with this formula, charge and spin   283.1 kJ/mol
Electronic energy   -10249.3314 eV

---

[11]
DFT (ωB97M-V with the def2-TZVPD basis set) results for C3H4N2O2 in the gas phase in a non-equilibrium geometry.

```
! RIJCOSX wB97M-V def2-TZVPD def2/J DEFGRID3
* xyz 0 1
C 1.125 1.451 -0.002
N -0.086 1.143 -0.220
N -0.337 -0.138 -0.064
C 0.530 -1.131 -0.104
O 1.708 -0.890 0.269
C -1.781 -0.489 -0.079
O -2.641 0.322 0.295
H 1.221 2.537 0.066
H 2.018 0.947 0.509
H 0.122 -2.186 -0.424
H -1.878 -1.566 -0.246
*
```

Calculated values
Structure (SMILES)   C=NN(C=O)C=O
ΔE to the lowest compared entry with this formula, charge and spin   414.7 kJ/mol
Electronic energy   -10247.9669 eV

---

[12]
DFT (ωB97M-V with the def2-TZVPD basis set) results for C3H4N2O2 in the gas phase.

```
! RIJCOSX wB97M-V def2-TZVPD def2/J DEFGRID3
* xyz 0 1
N 1.370 0.653 0.919
C 0.364 0.438 -0.081
C 0.727 -0.429 -1.277
O -0.342 -1.153 -1.487
C -1.353 -1.059 -0.434
O -2.355 -1.703 -0.468
N -0.857 -0.150 0.424
H 1.298 1.590 1.301
H 2.292 0.547 0.511
H 0.113 1.356 -0.654
H -1.218 -0.041 1.358
*
```

Calculated values
ΔE to the lowest compared entry with this formula, charge and spin   325.5 kJ/mol
Electronic energy   -10248.8917 eV

---

[13]
DFT (ωB97M-V with the def2-TZVPD basis set) results for C3H4N2O2 in the gas phase.

```
! RIJCOSX wB97M-V def2-TZVPD def2/J DEFGRID3
* xyz 0 1
N -1.978 -0.714 0.028
C -0.719 -0.261 0.460
C -0.485 0.778 1.295
O 1.143 0.902 1.031
C 1.291 0.242 -0.019
O 2.024 0.712 -0.999
N 0.412 -0.793 -0.268
H -1.952 -0.827 -0.983
H -2.635 0.037 0.224
H 2.159 1.648 -0.763
H 0.740 -1.724 -0.006
*
```

Calculated values
ΔE to the lowest compared entry with this formula, charge and spin   527.9 kJ/mol
Electronic energy   -10246.7941 eV

---

[14]
DFT (ωB97M-V with the def2-TZVPD basis set) results for C3H4N2O2 as an isolated structure.

```
! RIJCOSX wB97M-V def2-TZVPD def2/J DEFGRID3
* xyz 0 1
N -1.450 0.062 -0.295
C -0.044 0.333 -0.032
C -0.830 1.323 0.623
O 0.870 0.503 -1.122
C 1.693 -0.418 -0.511
O 2.816 -0.725 -0.752
N 0.743 -0.781 0.454
H -1.703 -0.913 -0.122
H -1.866 0.441 -1.135
H -0.902 1.087 1.692
H 0.992 -0.864 1.433
*
```

Calculated values
ΔE to the lowest compared entry with this formula, charge and spin   451.0 kJ/mol
Electronic energy   -10247.5911 eV

---

[15]
DFT (ωB97M-V with the def2-TZVPD basis set) results for C3H4N2O2 as an isolated structure.

```
! RIJCOSX wB97M-V def2-TZVPD def2/J DEFGRID3
* xyz 0 1
C 0.579 -1.218 -0.938
N -0.005 -0.229 -0.136
N -1.054 0.445 -0.520
C -1.125 1.688 0.121
O -0.279 2.158 0.854
C 0.652 -0.540 1.106
O 0.923 0.011 2.108
H 0.211 -2.246 -0.840
H 0.842 -0.869 -1.940
H 1.325 -1.409 0.298
H -2.069 2.206 -0.113
*
```

Calculated values
ΔE to the lowest compared entry with this formula, charge and spin   656.5 kJ/mol
Electronic energy   -10245.4611 eV

---

[16]
DFT (ωB97M-V with the def2-TZVPD basis set) results for C3H4N2O2 in the gas phase in a non-equilibrium geometry.

```
! RIJCOSX wB97M-V def2-TZVPD def2/J DEFGRID3
* xyz 0 1
N 2.096 0.504 -1.183
N 0.952 0.179 -0.361
C 0.651 -1.063 -0.199
C -0.681 -1.086 0.165
C -1.238 0.089 0.554
O -2.109 0.403 1.339
O -0.283 0.963 -0.035
H 2.154 -0.264 -1.949
H 2.910 0.713 -0.488
H 1.406 -1.826 -0.644
H -1.064 -1.971 0.336
*
```

Calculated values
Structure (SMILES)   Nn1ccc(=O)o1
ΔE to the lowest compared entry with this formula, charge and spin   601.1 kJ/mol
Electronic energy   -10246.0356 eV

---

[17]
DFT (ωB97M-V with the def2-TZVPD basis set) results for C3H4N2O2 in the gas phase.

```
! RIJCOSX wB97M-V def2-TZVPD def2/J DEFGRID3
* xyz 0 1
H -2.197 -1.213 -1.241
N -1.300 -0.910 -0.869
C -1.461 0.042 -0.058
O -2.642 0.599 0.268
N -0.388 0.665 0.661
C 0.749 0.195 0.493
C 1.942 -0.327 0.369
O 2.927 0.042 -0.505
H -2.467 1.290 0.926
H 2.219 -1.162 1.002
H 2.618 0.779 -1.047
*
```

Calculated values
Structure (SMILES)   [H]/N=C(\O)N=C=CO
ΔE to the lowest compared entry with this formula, charge and spin   324.4 kJ/mol
Electronic energy   -10248.9026 eV

---

[18]
DFT (ωB97M-V with the def2-TZVPD basis set) results for C3H4N2O2 in the gas phase in a non-equilibrium geometry.

```
! RIJCOSX wB97M-V def2-TZVPD def2/J DEFGRID3
* xyz 0 1
O -0.552 1.204 1.266
C 0.080 0.561 0.276
O 0.858 1.426 -0.480
C -0.790 -0.204 -0.799
C -0.416 -1.471 -0.684
N 0.596 -1.737 0.290
N 0.943 -0.540 0.818
H -0.271 0.989 2.123
H 1.435 1.882 0.098
H -1.328 0.219 -1.534
H -0.556 -2.330 -1.374
*
```

Calculated values
Structure (SMILES)   OC1(O)C=CN=N1
ΔE to the lowest compared entry with this formula, charge and spin   404.2 kJ/mol
Electronic energy   -10248.0763 eV

---

[19]
DFT (ωB97M-V with the def2-TZVPD basis set) results for C3H4N2O2S in the gas phase in a non-equilibrium geometry.

```
! RIJCOSX wB97M-V def2-TZVPD def2/J DEFGRID3
* xyz 0 1
O -2.447 0.834 -0.159
N -1.786 -0.166 -0.010
O -2.177 -1.317 0.029
N -0.421 0.022 0.172
C 0.348 1.167 0.085
C 1.629 0.985 -0.015
S 2.130 -0.667 -0.060
C 0.385 -1.294 -0.031
H -0.101 2.083 0.344
H 2.135 1.938 -0.019
H 0.104 -2.081 0.743
H 0.202 -1.505 -1.080
*
```

Calculated values
Structure (SMILES)   O=[N+]([O-])N1C=CSC1
ΔE to the lowest compared entry with this formula, charge and spin   515.1 kJ/mol
Electronic energy   -21081.4932 eV

---

[20]
DFT (ωB97M-V with the def2-TZVPD basis set) results for a 2-piece molecular cluster, C3H4N2O3 overall in a non-equilibrium geometry.

```
! RIJCOSX wB97M-V def2-TZVPD def2/J DEFGRID3
* xyz 0 1
C 0.017 -0.610 -0.267
C -2.087 0.005 -0.012
C 0.019 0.620 -0.274
H 1.897 -1.210 -0.591
H 1.061 -2.148 0.794
H 1.795 1.749 -0.665
H 1.208 1.446 1.449
N 1.090 -1.534 -0.091
N 0.975 1.680 0.053
O -1.300 -1.164 -0.133
O -3.282 -0.014 0.036
O -1.394 1.179 -0.300
*
```

Calculated values
ΔE to the lowest compared entry with this formula, charge and spin   414.8 kJ/mol
Electronic energy   -12294.6961 eV